The following is a quantum chemistry calculation of a molecular structure, C45H45ClIN6O4P2RbS at a distorted geometry, from OMol25.

## Properties
Energy above the lowest of the compared OMol25 structures with the same formula, charge and spin   20.6 kcal/mol
Total charge   0
Frontier orbital gap   6.49 eV
DFT total energy   -115215.4545 eV
E_LUMO   0.209 eV
Spin multiplicity   1

Element x y z (Å)
Rb: 1.051 1.271 1.404
C: -1.650 -1.984 -6.308
S: -2.182 -0.296 -5.913
C: -2.823 -0.511 -4.219
C: -1.862 -0.079 -3.113
C: -0.661 -1.011 -2.997
N: 0.241 -0.676 -1.875
P: 1.608 0.460 -1.922
C: 1.812 0.709 -3.741
C: 2.758 -0.085 -4.390
C: 2.998 0.053 -5.748
C: 2.308 1.011 -6.476
C: 1.389 1.829 -5.838
C: 1.140 1.679 -4.482
C: 0.819 2.058 -1.517
C: -0.458 2.184 -0.981
C: -0.956 3.436 -0.652
C: -0.177 4.567 -0.842
C: 1.104 4.448 -1.370
C: 1.603 3.199 -1.700
P: 0.590 -1.984 -0.874
C: 1.014 -3.296 -2.118
C: 0.176 -4.334 -2.510
C: 0.584 -5.231 -3.487
C: 1.829 -5.100 -4.084
C: 2.678 -4.073 -3.695
C: 2.268 -3.183 -2.716
C: -0.824 -2.759 -0.063
C: -0.558 -3.926 0.652
C: -1.597 -4.614 1.255
C: -2.901 -4.153 1.123
C: -3.161 -2.990 0.414
C: -2.121 -2.284 -0.174
H: -1.327 -1.966 -7.347
H: -2.489 -2.668 -6.201
H: -0.817 -2.293 -5.678
H: -3.101 -1.561 -4.111
H: -3.730 0.090 -4.172
H: -2.416 -0.075 -2.170
H: -1.523 0.941 -3.291
H: -0.124 -1.034 -3.948
H: -1.037 -2.021 -2.810
H: 3.328 -0.809 -3.822
H: 3.734 -0.575 -6.234
H: 2.497 1.128 -7.536
H: 0.850 2.581 -6.400
H: 0.434 2.340 -3.999
H: -1.066 1.307 -0.801
H: -1.949 3.527 -0.234
H: -0.564 5.542 -0.576
H: 1.710 5.332 -1.526
H: 2.597 3.098 -2.122
H: -0.798 -4.446 -2.047
H: -0.074 -6.039 -3.782
H: 2.139 -5.800 -4.849
H: 3.652 -3.966 -4.157
H: 2.926 -2.387 -2.392
H: 0.462 -4.288 0.717
H: -1.397 -5.523 1.807
H: -3.715 -4.709 1.571
H: -4.177 -2.630 0.308
H: -2.316 -1.366 -0.708
Cl: 0.133 5.679 7.826
C: 0.083 4.833 6.297
C: -0.940 5.103 5.422
C: -0.993 4.445 4.201
I: -2.592 4.804 2.880
C: -0.037 3.507 3.751
O: -0.084 2.951 2.621
C: 1.016 3.215 4.721
N: 1.920 2.271 4.370
C: 2.880 1.967 5.210
C: 3.030 2.573 6.467
C: 2.129 3.526 6.849
C: 1.073 3.882 5.981
H: -1.702 5.822 5.689
H: 3.580 1.202 4.885
H: 3.844 2.281 7.117
H: 2.201 4.014 7.811
N: -2.336 0.474 1.254
C: -2.692 0.330 2.347
N: -3.120 0.191 3.585
C: -2.487 -0.751 4.504
C: -3.449 -1.899 4.782
O: -4.700 -1.419 5.246
C: -5.316 -0.553 4.309
C: -4.432 0.654 4.018
H: -2.266 -0.225 5.437
H: -1.557 -1.120 4.074
H: -3.054 -2.549 5.562
H: -3.590 -2.480 3.863
H: -6.259 -0.237 4.752
H: -5.520 -1.096 3.375
H: -4.304 1.235 4.935
H: -4.873 1.288 3.252
N: 4.359 -0.194 -0.105
C: 5.305 -0.549 0.787
C: 5.444 0.516 1.645
C: 4.519 1.468 1.177
N: 3.868 1.022 0.115
H: 3.947 -0.758 -0.830
H: 5.792 -1.508 0.752
H: 6.115 0.602 2.483
H: 4.322 2.455 1.566
O: 1.942 -2.054 -0.047
O: 1.055 -0.980 0.535

Atomic forces in eV per Å
Rb 0.9 0.3 0.4
C 0.0 0.3 0.2
S 0.0 -0.1 0.0
C 0.3 0.1 -0.2
C 0.0 -0.1 0.0
C -0.2 0.2 0.0
N 0.3 -0.2 0.2
P -0.7 -0.1 -0.9
C 0.1 0.0 0.1
C 0.0 0.0 0.0
C 0.0 0.0 0.0
C 0.0 0.0 0.0
C -0.1 0.0 -0.1
C 0.0 0.0 0.0
C 0.1 0.0 -0.1
C -0.1 0.0 -0.3
C 0.0 0.1 0.0
C 0.0 0.0 0.0
C 0.0 0.0 0.0
C 0.0 -0.1 0.0
P -0.4 -0.2 0.1
C 0.1 0.3 0.2
C 0.0 0.0 0.0
C -0.1 -0.1 0.0
C 0.0 0.0 0.0
C 0.0 0.0 0.0
C 0.0 -0.1 0.0
C 0.2 0.1 -0.2
C 0.0 0.1 0.0
C 0.0 -0.1 0.0
C 0.0 0.1 0.0
C -0.1 0.0 0.0
C 0.1 0.0 0.0
H 0.0 -0.1 0.0
H 0.0 -0.1 0.0
H 0.0 -0.1 0.0
H -0.1 0.0 0.1
H 0.0 0.0 0.1
H 0.1 0.1 0.0
H 0.0 0.1 0.0
H 0.1 0.0 0.0
H 0.0 0.0 -0.2
H 0.0 0.0 0.0
H 0.0 0.0 0.0
H 0.0 0.0 0.0
H 0.0 0.0 0.0
H -0.1 0.0 0.0
H 0.0 0.0 0.0
H 0.0 0.0 0.1
H 0.0 0.0 0.0
H 0.0 0.0 0.0
H 0.0 0.1 0.1
H 0.0 0.0 0.0
H 0.0 0.0 0.0
H 0.0 0.0 0.0
H 0.0 0.0 0.0
H 0.1 0.0 -0.1
H 0.0 -0.1 0.1
H 0.0 0.0 0.0
H 0.0 0.0 0.0
H 0.0 0.0 0.0
H 0.0 0.0 0.1
Cl 0.0 0.0 0.0
C -0.3 0.2 0.0
C 0.2 -0.1 0.3
C -0.1 -0.2 -0.5
I 0.1 0.0 0.2
C -0.4 0.3 0.0
O -0.6 1.0 1.0
C 0.0 0.1 0.3
N 0.1 -0.1 -0.1
C 0.0 0.0 -0.2
C 0.0 0.1 0.1
C 0.0 0.0 0.0
C 0.1 -0.2 -0.2
H 0.0 0.0 0.0
H 0.0 0.0 0.0
H 0.0 0.0 0.0
H 0.0 0.0 0.0
N 0.1 -0.1 0.0
C -0.1 0.1 -0.1
N 0.2 0.0 0.1
C -0.1 -0.1 0.1
C 0.1 0.1 0.0
O 0.0 0.0 0.0
C 0.1 0.0 0.0
C -0.2 -0.1 0.0
H 0.0 0.0 0.0
H 0.0 0.0 0.0
H 0.0 0.0 0.0
H 0.0 -0.1 -0.1
H 0.0 0.0 0.0
H 0.0 0.0 0.0
H 0.0 0.1 0.0
H 0.1 0.0 0.0
N 0.2 -0.2 0.0
C 0.0 0.0 0.0
C 0.0 0.1 0.1
C 0.3 0.0 0.1
N -0.1 0.4 0.1
H -0.2 0.0 0.0
H 0.0 0.0 0.0
H 0.0 0.0 0.0
H -0.1 0.0 0.0
O 0.1 -0.2 0.0
O 0.1 -1.6 -0.9



The following is a quantum chemistry calculation of 8 unconnected molecules or ions with the total composition C45H46BClIN7O16P at a distorted geometry, from OMol25.

## Properties
Total charge   -1
Frontier orbital gap   4.89 eV
DFT total energy   -121173.1369 eV
E_LUMO   0.718 eV
Spin multiplicity   1

Element x y z (Å)
O: 0.012 -0.467 -0.453
B: 1.375 -0.598 -0.385
O: 2.154 0.478 -0.868
P: 2.165 -2.221 0.364
Cl: 1.172 -3.310 -1.361
C: 3.003 -1.294 1.798
C: 2.175 -0.228 2.517
C: 0.796 -0.687 2.982
I: 0.152 0.560 4.613
H: -0.230 0.267 -1.039
H: 2.157 0.447 -1.834
H: 0.962 -2.530 1.157
H: 2.766 -3.488 0.745
H: 3.338 -1.997 -0.515
H: 3.884 -0.796 1.403
H: 3.385 -2.005 2.525
H: 2.118 0.713 1.982
H: 2.717 0.024 3.427
H: 0.761 -1.734 3.229
H: 0.084 -0.538 2.186
C: -5.750 1.755 0.170
C: -4.565 1.318 0.746
C: -3.368 1.462 0.067
C: -3.385 2.052 -1.185
C: -4.556 2.485 -1.780
C: -5.746 2.332 -1.093
N: -2.118 2.228 -1.894
O: -1.113 1.829 -1.339
O: -2.124 2.770 -2.982
H: -6.683 1.644 0.707
H: -4.576 0.868 1.729
H: -2.441 1.123 0.508
H: -4.544 2.937 -2.760
H: -6.671 2.668 -1.540
C: -3.224 -4.462 2.221
C: -2.789 -3.814 1.074
C: -3.688 -3.100 0.297
C: -5.016 -3.055 0.688
C: -5.468 -3.707 1.822
C: -4.561 -4.412 2.592
N: -5.983 -2.290 -0.108
O: -5.584 -1.727 -1.110
O: -7.136 -2.255 0.279
H: -2.516 -5.010 2.827
H: -1.746 -3.858 0.785
H: -3.350 -2.592 -0.594
H: -6.507 -3.663 2.107
H: -4.897 -4.923 3.484
C: 1.385 4.866 -1.714
C: 2.012 5.972 -1.156
C: 1.598 7.250 -1.492
C: 0.552 7.400 -2.384
C: -0.081 6.310 -2.954
C: 0.342 5.036 -2.615
N: 0.096 8.753 -2.727
O: 0.684 9.693 -2.228
O: -0.844 8.858 -3.491
H: 1.705 3.867 -1.444
H: 2.823 5.837 -0.454
H: 2.083 8.112 -1.060
H: -0.894 6.447 -3.651
H: -0.143 4.173 -3.047
C: 1.937 -6.528 -5.869
C: 2.710 -7.673 -5.731
C: 3.519 -7.833 -4.619
C: 3.538 -6.840 -3.655
C: 2.779 -5.690 -3.778
C: 1.975 -5.539 -4.897
N: 4.385 -7.027 -2.468
O: 5.054 -8.048 -2.411
O: 4.374 -6.163 -1.623
H: 1.301 -6.408 -6.736
H: 2.681 -8.444 -6.489
H: 4.122 -8.721 -4.507
H: 2.796 -4.912 -3.026
H: 1.374 -4.647 -5.002
C: -5.319 -0.897 -5.730
C: -5.142 -1.448 -6.991
C: -4.847 -2.794 -7.124
C: -4.737 -3.569 -5.985
C: -4.903 -3.036 -4.720
C: -5.195 -1.688 -4.596
N: -4.448 -5.004 -6.126
O: -4.289 -5.439 -7.252
O: -4.391 -5.671 -5.115
H: -5.554 0.155 -5.629
H: -5.236 -0.830 -7.873
H: -4.709 -3.229 -8.102
H: -4.808 -3.655 -3.841
H: -5.332 -1.257 -3.614
C: 3.383 5.735 7.812
C: 2.263 6.344 7.260
C: 1.127 5.598 6.996
C: 1.131 4.251 7.305
C: 2.229 3.631 7.864
C: 3.366 4.381 8.110
N: -0.047 3.433 7.002
O: -0.983 3.965 6.438
O: 0.030 2.249 7.260
H: 4.274 6.318 8.006
H: 2.279 7.399 7.024
H: 0.260 6.059 6.549
H: 2.215 2.576 8.090
H: 4.240 3.906 8.531
C: 5.512 0.171 1.326
C: 4.406 0.980 1.544
C: 4.267 1.655 2.745
C: 5.245 1.506 3.713
C: 6.350 0.699 3.516
C: 6.481 0.030 2.312
N: 5.091 2.220 4.987
O: 4.095 2.898 5.123
O: 5.955 2.080 5.835
H: 5.617 -0.355 0.387
H: 3.648 1.081 0.780
H: 3.404 2.278 2.923
H: 7.097 0.589 4.287
H: 7.338 -0.607 2.142

Atomic forces in eV per Å
O 0.1 0.0 -0.2
B -0.7 0.0 0.1
O 0.1 -0.3 -0.5
P 1.4 0.8 1.6
Cl -0.5 -0.7 -1.2
C -0.7 -0.2 -0.4
C 0.0 -0.9 1.1
C 0.2 0.5 -0.9
I -0.1 -0.3 -0.1
H 0.0 -0.1 0.4
H 0.1 0.2 0.2
H 0.0 -0.1 -0.1
H -0.3 0.0 -0.1
H 0.0 0.0 -0.2
H -1.0 -1.2 0.0
H -0.1 -0.3 0.3
H -0.5 0.0 -0.3
H 0.1 0.1 0.1
H 0.1 -0.2 0.6
H -0.4 0.0 -0.1
C 0.0 0.0 0.0
C -0.1 0.0 -0.1
C 0.1 -0.1 0.2
C -0.2 0.0 0.1
C -0.1 0.1 -0.2
C 0.0 0.0 0.1
N 0.1 0.0 0.0
O 0.0 0.4 -0.2
O -0.1 0.0 0.0
H 0.0 0.0 0.0
H 0.1 0.0 0.0
H 0.0 0.0 -0.1
H 0.1 0.0 0.0
H 0.0 0.0 0.0
C 0.0 0.0 0.0
C 0.1 0.0 0.0
C 0.1 0.1 -0.1
C 0.2 -0.1 0.1
C -0.2 0.0 0.2
C 0.1 0.0 0.0
N 0.0 0.0 0.0
O 0.0 0.0 -0.1
O 0.0 0.0 0.0
H 0.0 0.0 0.0
H 0.0 0.1 0.0
H -0.1 0.1 0.0
H 0.0 0.1 -0.1
H 0.0 0.0 0.0
C 0.0 0.0 0.0
C -0.1 -0.1 -0.1
C 0.2 0.1 0.1
C 0.0 -0.2 0.1
C -0.1 -0.1 -0.1
C 0.1 0.0 0.1
N 0.0 0.1 0.0
O 0.0 0.0 0.0
O 0.0 0.0 0.0
H 0.0 0.0 0.0
H 0.0 0.0 0.0
H -0.1 0.1 0.0
H 0.0 0.1 0.0
H 0.0 0.0 0.0
C 0.0 0.0 0.0
C 0.0 0.1 0.0
C 0.0 -0.2 -0.1
C -0.2 0.0 -0.2
C 0.0 0.3 0.2
C 0.0 -0.1 -0.1
N 0.1 0.0 0.1
O 0.0 0.0 0.0
O 0.0 0.0 0.0
H 0.0 0.0 0.0
H 0.0 0.0 0.0
H 0.0 0.0 0.1
H 0.0 -0.1 0.2
H 0.0 0.0 0.1
C 0.0 0.0 0.0
C 0.0 0.0 0.1
C 0.0 0.0 -0.2
C 0.0 0.2 0.0
C 0.0 0.0 0.2
C 0.0 0.1 0.0
N 0.0 -0.1 0.0
O 0.0 0.0 0.0
O 0.0 0.0 0.0
H 0.0 0.0 0.0
H 0.0 0.0 0.0
H 0.0 -0.1 0.0
H 0.0 -0.1 0.0
H 0.0 0.0 0.0
C 0.0 0.0 0.0
C 0.1 -0.1 0.0
C -0.1 0.2 -0.1
C 0.1 0.1 0.1
C 0.2 -0.2 0.1
C 0.0 0.2 0.1
N 0.2 -0.1 -0.5
O -0.1 0.0 0.2
O -0.4 0.0 0.2
H 0.0 0.0 0.0
H 0.0 0.0 0.0
H -0.1 -0.1 0.0
H -0.1 0.0 -0.1
H 0.0 0.0 0.0
C 1.0 0.7 0.1
C 0.9 1.4 -0.1
C 0.2 0.3 -0.4
C 0.2 -0.1 0.0
C 0.1 0.0 0.2
C -0.1 0.0 -0.3
N 0.0 -0.3 -0.2
O 0.0 0.2 0.2
O 0.0 0.1 0.0
H -0.1 -0.1 0.0
H 0.2 0.0 -0.1
H 0.1 0.0 0.1
H 0.0 0.1 0.1
H 0.0 0.0 0.0